One molecule with the formula C7H14BN at a distorted geometry. Source: OMol25; level of theory: the ωB97M-V functional and the def2-TZVPD basis.

Relative energy (zero: lowest compared OMol25 entry of this formula, charge and spin): 10.5 kJ/mol
Charge: 0
Structure (SMILES): CBN1CC=C(C)CC1

Positions of all 23 atoms, in Å:
C  -3.416  -0.374  0.650
B  -2.272  0.591  0.049
N  -1.048  0.175  -0.409
C  -0.385  -1.275  -0.472
C  1.062  -1.193  0.041
C  1.870  -0.121  0.080
C  3.283  -0.212  0.430
C  1.246  1.148  -0.127
C  -0.060  1.121  -0.955
H  -3.046  -1.394  0.889
H  -4.380  -0.233  0.028
H  -3.894  -0.019  1.608
H  -2.583  1.702  -0.050
H  -0.518  -1.490  -1.558
H  -0.855  -1.968  0.147
H  1.547  -2.169  0.322
H  3.521  -0.149  1.595
H  3.876  0.565  0.034
H  3.707  -1.161  0.147
H  0.996  1.565  0.777
H  1.948  1.893  -0.566
H  -0.622  2.078  -0.687
H  0.023  0.920  -1.974


C23H16BrN4O2PbS2 as an isolated structure. Source: OMol25; level of theory: the ωB97M-V functional and the def2-TZVPD basis.

Relative energy (zero: lowest compared OMol25 entry of this formula, charge and spin): 0.0 kJ/mol
Charge: -1

Positions of all 49 atoms, in Å:
Pb  -0.171  0.513  -0.890
Br  -2.452  -2.637  0.870
C  -3.202  -0.988  1.504
C  -4.133  -1.036  2.528
C  -4.620  0.184  2.970
C  -4.153  1.356  2.398
C  -3.206  1.279  1.381
N  -2.758  0.101  0.937
C  -2.607  2.577  0.800
O  -3.115  3.615  1.242
O  -1.621  2.452  0.030
H  -4.446  -1.978  2.953
H  -5.351  0.214  3.770
H  -4.484  2.336  2.705
S  1.910  1.864  -1.751
C  1.746  1.881  -3.514
C  2.717  2.599  -4.224
C  2.708  2.687  -5.604
C  1.702  2.047  -6.318
C  0.736  1.334  -5.632
C  0.731  1.231  -4.236
S  -0.567  0.272  -3.501
H  3.494  3.097  -3.656
H  3.477  3.255  -6.115
H  1.666  2.105  -7.400
H  -0.056  0.834  -6.178
C  -1.332  0.116  4.866
C  -0.917  1.117  4.001
C  -0.100  0.797  2.925
C  0.298  -0.517  2.741
C  -0.121  -1.530  3.591
C  -0.937  -1.204  4.661
N  1.080  -0.745  1.551
N  1.605  -1.858  1.477
C  2.236  -2.119  0.201
C  3.308  -2.993  0.220
C  3.881  -3.338  -0.994
C  3.335  -2.830  -2.161
C  2.243  -1.978  -2.069
N  1.712  -1.621  -0.903
H  -1.987  0.359  5.694
H  -1.250  2.138  4.135
H  0.200  1.551  2.207
H  0.178  -2.550  3.395
H  -1.284  -1.983  5.328
H  3.667  -3.378  1.164
H  4.734  -4.004  -1.025
H  3.738  -3.084  -3.131
H  1.768  -1.542  -2.943


C40H55FO36 as an isolated structure at a distorted geometry. Source: OMol25; level of theory: the ωB97M-V functional and the def2-TZVPD basis.

Charge: 0

Positions of all 132 atoms, in Å:
C  -16.508  -5.123  5.679
C  -17.192  -6.550  5.772
O  -17.931  -6.521  4.583
C  -17.260  -5.734  3.669
O  -17.576  -5.719  2.501
O  -16.356  -4.997  4.324
H  -15.582  -5.034  6.248
H  -17.215  -4.345  5.966
H  -17.910  -6.735  6.571
H  -16.468  -7.359  5.679
C  -8.429  -5.796  8.917
C  -9.307  -4.786  9.566
O  -8.338  -4.057  10.351
C  -7.148  -4.179  9.847
O  -6.060  -3.709  10.143
O  -7.168  -5.187  8.924
H  -8.655  -5.768  7.851
H  -8.497  -6.817  9.294
H  -9.958  -5.339  10.243
H  -9.824  -4.130  8.865
C  -7.683  -9.124  7.567
C  -7.860  -8.805  6.116
O  -8.925  -7.892  6.202
C  -9.491  -7.830  7.385
O  -10.511  -7.271  7.604
O  -8.882  -8.679  8.184
H  -6.827  -8.529  7.883
H  -7.460  -10.175  7.754
H  -8.146  -9.749  5.651
H  -6.910  -8.382  5.788
C  -11.729  -1.925  6.100
C  -10.463  -1.155  6.253
O  -11.009  0.040  6.853
C  -12.320  0.201  6.485
O  -12.926  1.283  6.640
O  -12.765  -0.919  6.033
H  -11.895  -2.653  6.894
H  -11.826  -2.442  5.146
H  -10.178  -0.930  5.225
H  -9.687  -1.554  6.906
C  -10.978  -9.700  3.962
C  -10.754  -8.478  4.944
O  -11.358  -7.391  4.228
C  -11.556  -7.786  2.943
O  -11.917  -7.008  2.109
O  -11.338  -9.075  2.738
H  -11.831  -10.153  4.468
H  -10.155  -10.381  3.746
H  -9.687  -8.363  5.136
H  -11.339  -8.596  5.856
C  -13.293  -5.241  3.230
C  -14.675  -4.841  2.675
O  -14.329  -3.960  1.682
C  -13.111  -3.499  1.897
O  -12.630  -2.618  1.251
O  -12.495  -4.113  2.868
H  -12.965  -6.196  2.819
H  -13.436  -5.320  4.307
H  -15.231  -4.273  3.421
H  -15.140  -5.661  2.128
C  -10.361  -4.139  1.963
C  -10.260  -3.299  3.223
O  -10.173  -4.202  4.304
C  -9.885  -5.402  3.784
O  -9.696  -6.428  4.381
O  -9.911  -5.427  2.412
H  -9.488  -3.817  1.396
H  -11.301  -4.130  1.410
H  -11.212  -2.770  3.264
H  -9.369  -2.673  3.164
C  -12.612  -8.886  7.321
C  -12.980  -9.044  8.734
C  -12.757  -7.733  9.575
O  -13.902  -7.766  10.421
C  -14.896  -8.547  9.854
O  -16.034  -8.589  10.291
O  -14.404  -9.266  8.862
H  -11.727  -8.251  7.305
H  -13.411  -8.301  6.865
H  -12.474  -9.871  6.874
H  -12.481  -9.919  9.151
H  -12.753  -6.804  9.006
H  -11.803  -7.801  10.099
C  -5.610  -4.393  5.363
C  -7.148  -4.636  5.006
C  -7.723  -5.768  5.859
O  -8.699  -5.231  6.663
C  -8.859  -3.989  6.305
O  -9.707  -3.266  6.736
O  -8.024  -3.557  5.325
H  -5.268  -3.376  5.167
H  -5.027  -5.147  4.834
H  -5.337  -4.561  6.405
H  -7.209  -4.986  3.976
H  -6.986  -6.254  6.498
H  -8.170  -6.534  5.226
C  -14.667  -2.738  4.746
C  -14.486  -1.194  4.710
C  -15.597  -0.404  3.992
O  -15.941  0.662  4.767
C  -15.382  0.538  5.956
O  -15.622  1.215  6.931
O  -14.711  -0.620  6.005
H  -15.633  -3.005  5.173
H  -13.943  -3.262  5.370
H  -14.690  -3.081  3.711
H  -13.498  -0.933  4.330
H  -16.451  -1.076  3.910
H  -15.293  -0.040  3.010
C  -14.648  -5.399  8.807
C  -16.153  -5.242  8.736
C  -16.912  -6.574  8.990
O  -17.811  -6.319  10.002
C  -17.705  -5.022  10.313
O  -18.522  -4.402  11.040
O  -16.681  -4.446  9.692
H  -14.155  -4.428  8.846
H  -14.249  -5.942  7.950
H  -14.420  -6.095  9.614
H  -16.353  -4.798  7.761
H  -16.204  -7.350  9.281
H  -17.476  -6.864  8.104
C  -11.601  -4.991  5.548
C  -11.472  -5.714  6.817
O  -12.836  -5.812  7.181
C  -13.547  -4.850  6.551
O  -14.623  -4.420  6.989
O  -12.841  -4.322  5.528
F  -10.838  -4.989  7.737
H  -11.480  -5.684  4.715
H  -10.850  -4.206  5.460
H  -10.960  -6.671  6.721


One molecule with the formula C3H3BrO2 at a distorted geometry. Source: OMol25; level of theory: the ωB97M-V functional and the def2-TZVPD basis.

Relative energy (zero: lowest compared OMol25 entry of this formula, charge and spin): 75.7 kJ/mol
Charge: 0
Structure (SMILES): C=C(Br)OC=O

Positions of all 9 atoms, in Å:
C  0.149  -1.406  0.002
C  0.743  -0.231  -0.085
Br  2.653  -0.210  -0.050
O  0.434  1.071  0.023
C  -0.848  1.397  0.033
O  -1.745  0.643  -0.190
H  0.609  -2.363  -0.158
H  -0.879  -1.431  0.224
H  -1.117  2.530  0.200


One molecule with the formula C11H10N2O2 at a distorted geometry. Source: OMol25; level of theory: the ωB97M-V functional and the def2-TZVPD basis.

Relative energy (zero: lowest compared OMol25 entry of this formula, charge and spin): 469.6 kJ/mol
Charge: 0
Structure (SMILES): C1=N[C@H]2/C=C\c3ccccc3NO[C@@H]1O2

Positions of all 25 atoms, in Å:
C  1.015  0.544  1.489
N  1.187  -0.707  1.505
C  2.053  -1.116  0.441
C  1.345  -1.983  -0.605
C  0.174  -1.692  -1.202
C  -0.777  -0.638  -0.758
C  -2.043  -1.067  -0.214
C  -2.922  -0.217  0.470
C  -2.562  1.157  0.588
C  -1.499  1.612  -0.103
C  -0.541  0.734  -0.711
N  0.493  1.413  -1.378
O  1.439  2.059  -0.523
C  1.981  1.190  0.412
O  2.471  0.104  -0.220
H  0.464  1.220  2.147
H  2.971  -1.718  0.931
H  1.798  -2.809  -1.007
H  -0.316  -2.260  -1.877
H  -2.176  -2.178  -0.261
H  -3.716  -0.735  0.811
H  -3.283  1.720  1.089
H  -1.458  2.732  -0.011
H  1.175  0.886  -1.857
H  2.727  1.750  0.846


A 2-piece molecular cluster, C5H14 overall. Source: OMol25; level of theory: the ωB97M-V functional and the def2-TZVPD basis.

Relative energy (zero: lowest compared OMol25 entry of this formula, charge and spin): 28.4 kJ/mol
Charge: 0
Structure (SMILES): CCC.CC

Positions of all 19 atoms, in Å:
C  1.227  0.108  -2.552
C  1.041  0.804  -1.188
C  1.515  -0.045  -0.018
H  0.277  0.027  -3.087
H  1.904  0.638  -3.212
H  1.575  -0.922  -2.415
H  1.563  1.763  -1.202
H  -0.010  1.100  -1.054
H  1.159  -1.069  -0.124
H  2.609  -0.117  -0.010
H  1.225  0.349  0.950
C  -1.882  -1.149  1.845
C  -1.784  0.374  1.800
H  -2.843  -1.527  2.184
H  -1.685  -1.597  0.865
H  -1.160  -1.592  2.530
H  -0.984  0.735  2.454
H  -2.647  0.914  2.179
H  -1.524  0.699  0.797


no.,Kohn-Sham gap (Eh),E_LUMO (eV)
1,0.35930,0.8
2,0.21583,1.6
3,0.30631,-1.3
4,0.38135,0.7
5,0.33770,0.6
6,0.45616,1.2